2 unconnected molecules or ions with the total composition C4H9N2O, computed with the ωB97M-V functional and the def2-TZVPD basis.

Net charge: +1
HOMO in eV: -14.08
Gap between HOMO and LUMO in eV: 10.44
Relative energy (zero: lowest compared OMol25 entry of this formula, charge and spin) in eV: 1.0690
Lowest unoccupied orbital energy in eV: -3.64

CARTESIAN COORDINATES (ANGSTROEM)
1 C 0.73194 2.01313 1.54514
2 C 0.05345 0.72942 1.18026
3 C -1.24571 0.41479 1.53185
4 N -1.76699 -0.29766 0.47498
5 C -0.82265 -0.58037 -0.44651
6 N 0.31448 -0.07585 0.09607
7 H 0.67387 2.28945 2.61489
8 H 1.77466 1.99665 1.19776
9 H 0.28581 2.83733 0.99824
10 H -1.91387 1.00387 2.17002
11 H -2.53790 -0.92501 0.68127
12 H -0.80460 -1.29095 -1.27516
13 H 1.21443 -0.03602 -0.36984
14 H 1.93954 -3.10483 -3.10212
15 H 0.76668 -2.60287 -4.01253
16 O 1.33686 -2.37107 -3.28431

Forces on atoms 1 to 6 (eV/Å):
1.3 -0.3 0.2
-2.1 0.0 0.9
0.5 1.8 -0.9
0.0 -1.6 0.1
1.3 -0.5 2.2
0.1 1.3 -1.5


A single C4H7N3O molecule, computed with the ωB97M-V functional and the def2-TZVPD basis.

Net charge: 0
HOMO in eV: -7.08
SMILES string: Nc1cc(O)c(N)[nH]1
Gap between HOMO and LUMO in eV: 7.78
Relative energy (zero: lowest compared OMol25 entry of this formula, charge and spin) in eV: 3.9516
Lowest unoccupied orbital energy in eV: 0.70

CARTESIAN COORDINATES (ANGSTROEM)
1 N 1.93649 1.34613 -1.33241
2 C 0.84232 0.71794 -0.86753
3 C -0.37080 0.31232 -1.28785
4 C -0.96118 -0.58360 -0.28139
5 O -2.37229 -0.51981 0.12107
6 C -0.02375 -0.76070 0.68488
7 N -0.28842 -0.80889 2.08477
8 N 1.03929 0.20789 0.38867
9 H 2.71668 1.61726 -0.72198
10 H 2.23850 1.83972 -2.36977
11 H -0.95538 0.29916 -2.22608
12 H -2.42587 -0.27353 1.16877
13 H -1.01577 -1.39319 2.46467
14 H 0.59745 -1.11883 2.52012
15 H 2.09172 -0.14373 0.71985

Forces on atoms 1 to 6 (eV/Å):
4.0 3.5 -4.9
0.1 -0.9 0.1
-2.8 -1.3 -1.6
-1.0 1.7 1.9
1.7 -0.1 2.0
0.0 2.4 0.6


Number 1: energy -342.31798 hartree. Number 2: energy -396.00319 hartree.